No. 1
Below is C4H9LaMgO4 as an isolated structure in a non-equilibrium geometry, with properties calculated with wB97M-V/def2-TZVPD.

Geometry as XYZ:
```
19
Properties=species:S:1:pos:R:3:mulliken_spin:R:1
H 2.781 1.246 -1.499 0.001
H -2.196 -0.597 -0.609 0.001
C -0.476 0.512 -1.340 -0.004
H -0.549 0.067 -2.342 -0.001
H -0.721 -1.908 -0.179 0.000
O 0.918 -2.131 0.664 0.022
La 1.307 -0.507 0.937 0.087
O -0.066 -0.862 2.474 -0.022
H 1.608 1.187 -2.836 0.000
O 0.919 0.586 -0.993 -0.012
Mg 1.085 -2.520 2.605 0.920
H -1.436 0.506 2.967 0.002
C -1.223 -0.213 2.159 0.001
C 1.737 1.434 -1.772 0.000
H -0.831 1.556 -1.286 0.000
H -2.034 -0.947 1.985 -0.002
O -1.138 0.455 0.895 -0.001
H 1.489 2.476 -1.520 0.000
C -1.174 -0.340 -0.309 0.008
```

Calculated values
Spin multiplicity = 2
HOMO-LUMO gap (spin up / spin down) = 0.2398 / 0.3251 Ha
Net charge = +1

---

No. 2
Below is an isolated ion of composition C4H9N and charge -1, with properties calculated with wB97M-V/def2-TZVPD.

Geometry as XYZ:
```
14
Properties=species:S:1:pos:R:3:mulliken_spin:R:1
H -1.489 -0.106 0.955 -0.121
H -0.143 -1.589 2.314 -0.093
C -1.001 1.115 -1.306 -0.075
N 1.175 0.005 -1.093 0.692
H 1.163 0.090 -2.107 -0.062
H -0.788 1.479 -2.298 -0.175
C -0.209 0.186 -0.679 0.977
H 0.390 -2.097 0.725 -0.180
H 1.332 -0.918 1.637 -0.120
H 1.656 0.882 -0.788 -0.250
H -0.042 0.861 1.321 -0.122
C -0.419 -0.038 0.782 0.447
C 0.335 -1.230 1.396 0.308
H -1.959 1.361 -0.860 -0.224
```

Calculated values
Spin multiplicity = 2
HOMO-LUMO gap (spin up / spin down) = 0.1371 / 0.2961 Ha
Net charge = -1

---

No. 3
Below is a 2-piece molecular cluster, C4H9N overall in a non-equilibrium geometry, with properties calculated with wB97M-V/def2-TZVPD.

Geometry as XYZ:
```
14
Properties=species:S:1:pos:R:3:lowdin_charge:R:1
C -1.346 -0.331 -1.171 -0.205
H 2.940 0.060 0.486 -0.002
H 2.394 0.359 1.988 -0.004
H 0.618 -0.398 -1.945 0.047
C -0.423 -0.672 -2.089 -0.008
H -2.420 -0.631 -1.262 0.109
H -0.655 -1.252 -3.011 0.063
H 0.037 0.785 0.134 0.088
H -2.981 0.512 0.853 0.060
C -1.007 0.459 0.038 -0.202
N 2.738 -0.378 1.383 -0.007
C -1.924 0.793 0.980 0.000
H 3.662 -0.663 1.762 0.019
H -1.634 1.357 1.853 0.042
```

Calculated values
HOMO-LUMO gap = 0.3616 Ha
Structure (SMILES) = C=CC=C.N

---

No. 4
Below is a 2-piece molecular cluster, C4H9N overall in a non-equilibrium geometry, with properties calculated with wB97M-V/def2-TZVPD.

Geometry as XYZ:
```
14
Properties=species:S:1:pos:R:3:lowdin_charge:R:1
H 1.292 -1.048 -0.300 0.078
C -0.604 0.009 -0.280 -0.342
C -1.127 0.015 2.686 -0.038
H -0.153 0.413 4.719 0.007
H -2.560 0.605 -0.002 0.101
H -0.145 -2.094 -0.518 0.074
H 0.240 -1.426 1.099 0.058
H -0.203 0.882 0.270 0.110
H -2.395 -0.996 -0.320 0.099
C -0.611 0.226 3.763 -0.003
N -1.975 -0.215 0.196 -0.076
H -1.586 -0.172 1.729 -0.062
H -0.549 0.240 -1.362 0.105
C 0.249 -1.214 0.017 -0.111
```

Calculated values
HOMO-LUMO gap = 0.3976 Ha
Structure (SMILES) = C#C.CCN

---

No. 5
Below is one molecule with the formula C4H9N, with properties calculated with wB97M-V/def2-TZVPD.

Geometry as XYZ:
```
14
Properties=species:S:1:pos:R:3:lowdin_charge:R:1
C 0.053 0.555 0.269 -0.367
C -1.325 0.018 0.068 -0.116
H -2.028 0.410 -0.669 0.104
H -1.802 -0.417 0.948 0.103
H -0.368 -2.657 -0.058 0.082
C 0.648 1.787 -0.365 -0.058
C 0.337 -1.830 0.099 -0.110
H 0.522 -1.629 1.186 0.082
H 1.294 -2.089 -0.373 0.081
H 1.729 1.657 -0.495 0.073
H 0.493 2.663 0.273 0.071
N -0.166 -0.627 -0.524 -0.152
H 0.216 1.995 -1.351 0.078
H 0.466 0.265 1.259 0.127
```

Calculated values
HOMO-LUMO gap = 0.3819 Ha
Structure (SMILES) = C[C@H]1CN1C

---

No. 6
Below is C4H9N as an isolated structure in a non-equilibrium geometry, with properties calculated with wB97M-V/def2-TZVPD.

Geometry as XYZ:
```
14
Properties=species:S:1:pos:R:3:lowdin_charge:R:1
C 1.163 1.224 -1.713 -0.127
H -1.488 -0.213 -0.215 0.055
H -2.614 1.722 1.295 0.017
N 0.093 1.139 -2.010 0.074
H 2.499 -0.395 0.408 0.016
C 1.660 -0.962 0.148 -0.044
H 0.558 0.426 1.215 0.065
H -1.561 -0.977 1.301 0.048
H -3.037 1.825 0.591 0.025
H 2.261 1.377 -1.525 0.097
H 1.854 -1.822 -0.487 0.059
C -0.948 -0.985 0.424 -0.110
C 0.483 -0.474 0.680 -0.219
H -0.922 -1.883 -0.111 0.044
```

Calculated values
HOMO-LUMO gap = 0.3827 Ha

---

No. 7
Below is one molecule with the formula C4H9N in a non-equilibrium geometry, with properties calculated with wB97M-V/def2-TZVPD.

Geometry as XYZ:
```
14
Properties=species:S:1:pos:R:3:lowdin_charge:R:1
N -1.411 -0.153 1.202 -0.013
H 1.703 -0.497 1.311 0.058
H -0.476 0.493 -2.048 0.095
H 2.758 -1.031 0.023 0.061
H 1.305 -0.955 -1.604 0.085
C -0.236 0.235 -1.019 -0.117
H -0.641 0.013 1.853 0.061
H -2.241 0.348 -0.589 0.100
H 2.484 0.678 0.226 0.074
C -1.342 0.591 -0.026 -0.302
C 2.005 -0.294 0.279 -0.101
C 0.893 -0.420 -0.743 -0.180
H -1.328 1.680 0.086 0.109
H -1.163 -1.119 0.999 0.070
```

Calculated values
HOMO-LUMO gap = 0.3597 Ha
Structure (SMILES) = C/C=C\CN

---

No. 8
Below is one molecule with the formula C4H9N in a non-equilibrium geometry, with properties calculated with wB97M-V/def2-TZVPD.

Geometry as XYZ:
```
14
Properties=species:S:1:pos:R:3:lowdin_charge:R:1
H 1.103 -0.437 -1.847 0.109
H -0.118 0.954 2.084 0.105
H -1.933 -0.439 0.918 0.099
H 1.745 -0.108 0.756 0.103
H -1.317 -1.245 -1.212 0.102
H -0.089 -2.090 -0.351 0.103
C -0.224 0.717 1.027 -0.245
N -0.934 -0.536 0.815 -0.068
H 1.531 1.519 0.068 0.103
C -0.532 -1.096 -0.480 -0.232
H -0.713 1.587 0.564 0.105
C 0.469 -0.093 -1.023 -0.209
H -0.066 0.722 -1.532 0.108
C 1.080 0.545 0.213 -0.180
```

Calculated values
HOMO-LUMO gap = 0.3576 Ha
Structure (SMILES) = C1CCNC1

---

Number 4 is which compound?
C4H9N